Entry 1:
C9H12N4O in the gas phase in a non-equilibrium geometry, computed with ωB97M-V/def2-TZVPD.

Properties
* SMILES: CO[C@@]1(n2ccnn2)N=CCC=C1C
* Kohn-Sham gap: 10.1 eV
* energy relative to the best compared isomer or geometry (same formula, charge and spin): 94.8 kcal/mol
* spin multiplicity: 1
* E_LUMO: 0.720 eV

Structure (XYZ):
```
26
C9H12N4O | OMol25 | ωB97M-V/def2-TZVPD
H 1.31 2.73 0.02
N -2.46 1.18 0.39
C 0.36 1.79 1.58
H 1.54 1.38 -2.38
O -0.55 -1.54 -0.81
H -0.04 -3.22 -1.71
H 0.44 -3.03 0.13
H -4.98 -0.79 0.91
H 0.99 0.06 2.98
H -0.02 1.28 -2.80
N -1.90 -0.05 0.21
H -0.77 1.87 1.66
N -3.65 1.02 0.73
C 0.80 1.82 0.19
H 0.71 -0.29 -2.44
H 1.01 2.30 2.19
H -2.55 -1.98 0.28
N 0.17 -0.61 1.25
C -4.00 -0.29 0.85
C 0.37 0.81 -0.59
C 0.66 0.78 -2.06
C 0.43 -2.56 -0.85
C -0.49 -0.33 0.00
C 0.51 0.38 2.00
C -2.89 -0.97 0.48
H 1.57 -2.35 -1.06
```

natural (NBO) population analysis, charges in e, atoms 1 to 6: 0.224, -0.056, -0.564, 0.226, -0.562, 0.207

***

Entry 2:
A 2-piece molecular cluster, C9H12N4S overall in a non-equilibrium geometry, computed with ωB97M-V/def2-TZVPD.

Properties
* Kohn-Sham gap: 8.8 eV
* energy relative to the best compared isomer or geometry (same formula, charge and spin): 0.8 kcal/mol
* spin multiplicity: 1
* E_LUMO: 0.821 eV

Structure (XYZ):
```
26
C9H12N4S | OMol25 | ωB97M-V/def2-TZVPD
N -2.12 0.55 -0.59
C 1.95 -1.56 1.34
H 3.80 -1.77 -0.86
C 3.23 -0.89 -0.70
H 1.35 -2.46 0.97
H -2.79 2.04 0.77
H 0.55 0.80 1.75
H -3.72 -0.40 -1.76
N 2.20 1.06 -1.11
N 2.37 -0.70 0.30
C 1.72 0.46 0.01
C -0.97 0.08 -0.21
C 3.25 0.29 -1.45
H -1.99 2.78 -0.67
H 1.32 2.40 -0.92
H 2.88 -1.96 1.76
C -2.60 1.89 -0.35
C -2.75 -0.51 -1.25
H -2.00 -2.52 -1.48
H 3.95 0.32 -2.26
C -1.93 -1.59 -1.03
H -3.67 2.07 -0.85
N -0.80 -1.16 -0.44
C 0.59 1.14 0.63
H 1.43 -0.96 2.10
S 0.44 2.77 0.18
```

natural (NBO) population analysis, charges in e, atoms 1 to 6: -0.409, -0.400, 0.216, -0.090, 0.238, 0.208